Run i
The following is a quantum chemistry calculation of a cluster of 2 separate species, Cl2HNS in total, from the Open Molecules 2025 dataset.

HOMO-LUMO gap (spin up / spin down) = 0.2918 / 0.2808 Eh
M = 118.0 g/mol
LUMO level (spin up / spin down) = -0.076 / -0.068 Ha
HOMO energy (spin up / spin down) = -0.368 / -0.349 Eh

Element x y z (Å)
N: 0.182 0.006 0.730
S: 1.252 0.351 -0.379
Cl: -1.179 1.257 1.256
Cl: -0.499 -1.664 0.791
H: 0.243 0.050 -2.398

Partial charges, Löwdin, in e:
1. N -1.3772
2. S 0.5098
3. Cl 0.3597
4. Cl 0.4433
5. H 0.0645

Run ii
The following is a quantum chemistry calculation of an isolated molecule of Cl2HNS, from the Open Molecules 2025 dataset.

HOMO-LUMO gap (spin up / spin down) = 0.3183 / 0.3183 Eh
M = 118.0 g/mol
LUMO level (spin up / spin down) = -0.041 / -0.041 Ha
HOMO energy (spin up / spin down) = -0.359 / -0.359 Eh

Element x y z (Å)
N: 1.223 -0.116 -0.540
S: -0.449 -0.010 -0.784
Cl: -1.001 1.494 0.431
Cl: -1.050 -1.622 0.519
H: 1.277 0.254 0.375

Partial charges, Löwdin, in e:
1. N -0.3936
2. S 0.2353
3. Cl 0.1928
4. Cl 0.0615
5. H -0.0960

Of them, the most stable is run ii and the least stable is run i.

Run i
The following is a quantum chemistry calculation of a structure of composition Cl2HNS, from the Open Molecules 2025 dataset.

HOMO-LUMO gap (spin up / spin down) = 0.3077 / 0.2965 Eh
M = 118.0 g/mol
LUMO level (spin up / spin down) = -0.050 / -0.033 Ha
HOMO energy (spin up / spin down) = -0.358 / -0.329 Eh

Element x y z (Å)
N: -2.987 0.008 0.445
S: -1.789 0.148 1.442
Cl: -3.766 1.227 -0.551
Cl: -3.633 -1.449 -0.250
H: 0.131 -0.908 0.308

Partial charges, Löwdin, in e:
1. N -1.5467
2. S 0.5292
3. Cl 0.4838
4. Cl 0.4909
5. H 0.0428

Run ii
The following is a quantum chemistry calculation of a cluster of 2 separate species, Cl2HNS in total, from the Open Molecules 2025 dataset.

HOMO-LUMO gap = 0.3288 Eh
M = 118.0 g/mol
LUMO level = -0.072 Ha
HOMO energy = -0.401 Eh

Element x y z (Å)
N: -1.478 0.030 2.416
S: -2.421 -0.976 1.928
Cl: 0.036 -0.557 -1.102
Cl: -1.296 -2.801 1.556
H: -0.462 -1.493 -0.307

Partial charges, Löwdin, in e:
1. N -0.4300
2. S 0.5264
3. Cl 0.2283
4. Cl 0.0067
5. H -0.3313

Of them, the most stable is run ii and the least stable is run i.

Run i
The following is a quantum chemistry calculation of a cluster of 2 separate species, C3H8NS2 in total, from the Open Molecules 2025 dataset.

net charge = +1
HOMO-LUMO gap = 0.2975 Eh
M = 122.2 g/mol
LUMO level = -0.199 Ha
HOMO energy = -0.497 Eh

Element x y z (Å)
C: 1.105 1.525 -0.491
C: 1.067 0.364 -1.424
C: 1.050 0.245 0.095
N: -1.703 -0.871 1.467
S: -0.522 0.098 -2.115
S: 0.741 -0.425 1.556
H: 1.994 2.100 -0.503
H: 0.197 2.290 -0.406
H: 1.909 0.140 -2.005
H: -2.126 -1.766 1.645
H: -2.237 -0.415 0.740
H: -1.865 -0.365 2.359
H: -0.363 -1.222 -2.179
H: 0.753 -1.697 1.261

Atomic partial charges in e from the Löwdin method, atoms 1 to 8:
1. C -0.1853
2. C -0.5873
3. C -0.5614
4. N -0.0523
5. S 0.8570
6. S 1.1313
7. H 0.1213
8. H 0.1843

Run ii
The following is a quantum chemistry calculation of a cluster of 3 separate species, C3H8NS2 in total, from the Open Molecules 2025 dataset.

net charge = +1
HOMO-LUMO gap (spin up / spin down) = 0.2213 / 0.2213 Eh
M = 122.2 g/mol
LUMO level (spin up / spin down) = -0.251 / -0.251 Ha
HOMO energy (spin up / spin down) = -0.472 / -0.472 Eh

Element x y z (Å)
C: 1.749 -1.466 -1.018
C: 1.420 -0.247 -1.205
C: 0.113 1.652 0.526
N: -0.436 2.686 0.037
S: -1.662 -1.115 0.977
S: 0.348 1.859 2.238
H: 2.785 -1.635 -1.279
H: 1.120 -2.068 -0.267
H: 1.397 0.817 -1.416
H: -0.775 2.586 -0.938
H: -0.450 3.676 0.415
H: -0.688 -0.353 0.373
H: -2.455 -0.029 1.158
H: 0.707 0.589 2.396

Atomic partial charges in e from the Löwdin method, atoms 1 to 8:
1. C 0.0644
2. C 0.2613
3. C -0.6217
4. N -0.0184
5. S 0.4790
6. S 0.8171
7. H 0.1236
8. H 0.1458

Of them, the most stable is run i and the least stable is run ii.

Run i
The following is a quantum chemistry calculation of a structure of composition C10H30BrCuN6O4, from the Open Molecules 2025 dataset.

net charge = +1
multiplicity = 2
HOMO-LUMO gap (spin up / spin down) = 0.1578 / 0.1252 Eh
M = 441.8 g/mol
expectation value of S² = 0.752
LUMO level (spin up / spin down) = -0.257 / -0.289 Ha
HOMO energy (spin up / spin down) = -0.414 / -0.414 Eh

Element x y z (Å)
Cu: -3.864 -4.878 15.197
Br: -6.033 -3.187 12.730
C: -10.112 -5.644 10.082
O: -10.808 -6.536 9.578
N: -8.945 -5.254 9.713
N: -10.426 -5.055 11.200
H: -8.491 -5.640 8.898
H: -8.335 -4.724 10.320
H: -9.785 -4.424 11.659
H: -11.297 -5.349 11.619
C: -2.651 -7.434 11.385
O: -2.677 -6.812 12.431
N: -3.545 -7.359 10.473
N: -1.811 -8.378 11.118
H: -4.111 -6.529 10.575
H: -3.416 -7.822 9.585
H: -1.902 -8.918 10.270
H: -1.178 -8.658 11.853
C: -2.010 -2.301 8.347
C: -2.764 -0.886 8.332
C: -3.981 -0.943 7.302
O: -3.397 -1.141 6.024
C: -4.329 -1.044 4.954
N: -3.247 -0.489 9.655
H: -2.095 -2.740 7.353
H: -2.443 -3.007 9.056
H: -1.002 -2.380 8.755
H: -2.123 -0.116 7.901
H: -4.597 -0.045 7.254
H: -4.592 -1.814 7.543
H: -5.056 -1.843 5.102
H: -3.731 -1.155 4.050
H: -4.828 -0.075 4.963
H: -3.993 -1.122 9.905
H: -3.659 0.431 9.588
C: -10.701 0.998 16.562
C: -9.948 -0.300 16.287
C: -10.901 -1.406 15.923
O: -11.746 -1.860 16.913
C: -12.362 -3.093 16.662
N: -8.863 -0.026 15.374
H: -11.375 1.329 15.771
H: -10.159 1.929 16.724
H: -11.309 0.942 17.465
H: -9.475 -0.635 17.209
H: -10.352 -2.265 15.536
H: -11.511 -1.162 15.054
H: -11.685 -3.911 16.419
H: -13.104 -3.038 15.866
H: -12.927 -3.392 17.545
H: -8.230 0.549 15.913
H: -8.452 -0.934 15.212

Atomic partial charges in e from the Löwdin method, atoms 1 to 8:
1. Cu 0.8445
2. Br 0.1209
3. C -0.7772
4. O 0.0247
5. N 0.1562
6. N 0.1504
7. H 0.1240
8. H 0.0882

Run ii
The following is a quantum chemistry calculation of a structure of composition C10H30BrCuN6O4, from the Open Molecules 2025 dataset.

net charge = +1
multiplicity = 2
HOMO-LUMO gap (spin up / spin down) = 0.3142 / 0.1405 Eh
M = 441.8 g/mol
expectation value of S² = 0.756
LUMO level (spin up / spin down) = -0.104 / -0.278 Ha
HOMO energy (spin up / spin down) = -0.419 / -0.419 Eh

Element x y z (Å)
Cu: 4.224 -1.071 0.824
Br: 1.552 -0.557 1.492
C: 2.665 -3.262 -1.165
O: 3.512 -2.705 -0.478
N: 1.645 -2.690 -1.548
N: 2.735 -4.548 -1.530
H: 1.405 -1.827 -1.082
H: 0.874 -3.271 -1.844
H: 3.518 -5.080 -1.177
H: 1.986 -5.046 -1.988
C: 3.629 -3.720 2.785
O: 4.100 -2.695 2.382
N: 2.314 -3.831 2.932
N: 4.308 -4.829 3.036
H: 1.784 -2.997 2.725
H: 1.907 -4.754 2.895
H: 3.865 -5.709 3.261
H: 5.271 -4.663 3.293
C: -2.741 0.304 1.124
C: -2.217 1.513 1.931
C: -3.356 2.237 2.572
O: -4.243 2.713 1.574
C: -5.396 3.463 2.164
N: -1.204 0.987 2.816
H: -1.910 -0.358 0.881
H: -3.326 0.686 0.287
H: -3.379 -0.367 1.698
H: -1.663 2.221 1.314
H: -2.947 3.121 3.061
H: -3.833 1.680 3.377
H: -5.093 4.281 2.818
H: -5.987 2.828 2.823
H: -6.130 3.876 1.472
H: -0.494 0.546 2.249
H: -1.614 0.199 3.297
C: -0.836 1.281 -1.624
C: 0.418 1.927 -2.214
C: 0.213 2.992 -3.305
O: -0.563 2.572 -4.414
C: 0.251 1.846 -5.350
N: 1.297 2.279 -1.052
H: -1.353 0.689 -2.380
H: -1.426 2.091 -1.195
H: -0.488 0.608 -0.842
H: 0.903 1.082 -2.702
H: 1.174 3.338 -3.684
H: -0.293 3.894 -2.959
H: -0.446 1.576 -6.144
H: 0.654 0.927 -4.924
H: 1.097 2.492 -5.583
H: 1.372 1.402 -0.558
H: 2.263 2.327 -1.343

Atomic partial charges in e from the Löwdin method, atoms 1 to 8:
1. Cu 0.4022
2. Br 0.1068
3. C -0.7687
4. O -0.0170
5. N 0.2049
6. N 0.1823
7. H 0.0687
8. H 0.1353

Of them, the most stable is run ii and the least stable is run i.

Run i
The following is a quantum chemistry calculation of a cluster of 2 separate species, C4H12N2 in total, from the Open Molecules 2025 dataset.

net charge = +2
HOMO-LUMO gap = 0.2513 Eh
M = 88.2 g/mol
LUMO level = -0.384 Ha
HOMO energy = -0.635 Eh

Element x y z (Å)
C: 0.277 1.194 0.539
C: 0.105 1.496 -0.881
C: -1.277 0.595 -0.934
C: -0.925 -0.642 -0.303
N: -1.802 -1.461 0.746
N: 2.831 -0.674 0.311
H: 1.403 0.948 1.065
H: -0.438 1.176 1.471
H: 0.940 1.022 -1.631
H: 0.558 2.520 -0.848
H: -1.964 1.294 -1.312
H: 0.106 -1.091 -0.371
H: -2.707 -0.996 0.423
H: -1.651 -1.229 1.720
H: -2.030 -2.447 0.588
H: 3.115 -1.523 0.990
H: 3.054 0.219 0.608
H: 3.332 -0.806 -0.626

Atomic partial charges in e from the Löwdin method, atoms 1 to 8:
1. C 0.1541
2. C -0.1440
3. C 0.1087
4. C -0.0066
5. N 0.2367
6. N -0.0218
7. H 0.1622
8. H 0.1549

Run ii
The following is a quantum chemistry calculation of the ion C4H12N2 with charge +2, from the Open Molecules 2025 dataset.

net charge = +2
structure (SMILES) = C=C([NH3+])CC[NH3+]
HOMO-LUMO gap = 0.4302 Eh
M = 88.2 g/mol
LUMO level = -0.279 Ha
HOMO energy = -0.709 Eh

Element x y z (Å)
C: -0.704 -0.888 -1.089
C: -0.995 0.323 -0.213
C: 0.071 0.625 0.831
C: 1.325 1.015 0.710
N: -0.270 0.187 2.279
N: 0.516 -0.685 -2.006
H: -1.578 -0.983 -1.732
H: -0.523 -1.841 -0.597
H: -2.011 0.147 0.138
H: -1.061 1.220 -0.836
H: 2.121 0.821 1.420
H: 1.613 1.625 -0.145
H: 0.042 0.932 2.905
H: -1.262 0.028 2.396
H: 0.306 -0.607 2.581
H: 0.540 -1.434 -2.703
H: 1.380 -0.714 -1.472
H: 0.491 0.230 -2.466

Atomic partial charges in e from the Löwdin method, atoms 1 to 8:
1. C -0.0992
2. C -0.1136
3. C -0.2275
4. C 0.1152
5. N 0.2575
6. N 0.2202
7. H 0.1471
8. H 0.1455

Of them, the most stable is run ii and the least stable is run i.

Run i
The following is a quantum chemistry calculation of an isolated molecule of C10H14N2S, from the Open Molecules 2025 dataset.

HOMO-LUMO gap (spin up / spin down) = 0.2487 / 0.2490 Eh
M = 194.3 g/mol
LUMO level (spin up / spin down) = -0.040 / -0.040 Ha
HOMO energy (spin up / spin down) = -0.289 / -0.289 Eh

Element x y z (Å)
C: -2.060 1.691 0.169
C: 0.534 0.232 -0.524
C: 0.518 -1.007 -0.116
C: 1.414 1.386 -0.297
C: 1.789 -1.674 0.329
C: 2.554 0.831 0.539
C: 2.949 -0.587 0.072
C: -2.286 -0.757 0.457
C: -2.117 0.417 -0.440
C: -2.517 0.270 -1.892
N: -1.958 2.710 0.681
N: -2.241 -0.360 1.794
S: -0.947 -2.117 -0.004
H: 1.798 1.850 -1.178
H: 0.917 2.291 0.078
H: 1.718 -1.970 1.464
H: 1.973 -2.552 -0.255
H: 3.469 1.505 0.260
H: 2.201 0.829 1.663
H: 3.879 -0.965 0.535
H: 3.059 -0.485 -1.012
H: -3.186 -1.408 0.284
H: -1.898 -0.494 -2.506
H: -2.564 1.203 -2.516
H: -3.497 -0.190 -1.885
H: -1.849 -1.111 2.297
H: -1.653 0.461 2.004

Atomic partial charges in e from the Löwdin method, atoms 1 to 8:
1. C -0.2761
2. C 0.0469
3. C -0.5574
4. C -0.2166
5. C -0.1996
6. C -0.2051
7. C -0.1877
8. C -0.5898

Run ii
The following is a quantum chemistry calculation of an isolated molecule of C10H14N2S, from the Open Molecules 2025 dataset.

HOMO-LUMO gap = 0.2650 Eh
M = 194.3 g/mol
LUMO level = 0.016 Ha
HOMO energy = -0.248 Eh

Element x y z (Å)
C: -1.315 -0.276 0.175
C: -3.843 -0.834 -2.471
C: -3.461 -0.683 -1.117
C: -2.796 -0.902 -3.343
C: -2.099 -0.534 -0.986
C: 0.515 2.911 0.268
C: 3.058 -0.774 0.993
C: 1.097 -1.784 1.986
C: 1.469 1.799 0.599
C: 0.979 0.347 0.821
N: -0.124 0.052 0.268
N: 1.769 -0.539 1.504
S: -1.315 -0.780 -2.467
H: -4.907 -0.788 -2.668
H: -4.124 -0.712 -0.194
H: -2.817 -1.112 -4.383
H: 1.056 3.877 0.295
H: 0.006 2.866 -0.766
H: -0.319 2.809 1.065
H: 3.010 -1.229 -0.030
H: 3.704 0.212 1.049
H: 3.602 -1.413 1.779
H: 0.833 -2.493 1.215
H: 1.614 -2.451 2.716
H: 0.122 -1.380 2.383
H: 2.040 2.100 1.562
H: 2.247 1.712 -0.254

Atomic partial charges in e from the Löwdin method, atoms 1 to 8:
1. C -0.0953
2. C -0.2031
3. C -0.1320
4. C -0.3866
5. C -0.6035
6. C -0.1387
7. C -0.1207
8. C -0.0560

Of them, the most stable is run ii and the least stable is run i.